64
Properties=species:S:1:pos:R:3 method="wB97M-V/def2-TZVPD" e_homo_ev="-6.4 / -7.9" gap_ev="6.58 / 6.13" total_charge=0 multiplicity=8
P 0.55593 6.60337 1.38695
P 1.52447 6.36887 -1.64787
C 1.42838 8.06372 0.62162
C 1.33316 8.07127 -0.90945
H 2.48118 8.00621 0.92529
H 1.01895 8.99227 1.04294
H 0.34901 8.44717 -1.21571
H 2.08705 8.74199 -1.34432
C 3.33094 6.42528 -2.07326
H 3.58163 5.56073 -2.69636
H 3.93077 6.36140 -1.16030
H 3.59834 7.34218 -2.61340
C 0.82642 6.71824 -3.33191
H 1.28150 7.60396 -3.79235
H -0.25420 6.87444 -3.25332
H 0.99449 5.85457 -3.98329
C 1.33544 6.66706 3.07024
H 0.82789 5.96045 3.73477
H 1.28333 7.66982 3.51215
H 2.38508 6.36509 2.99745
C -1.06881 7.40308 1.79709
H -1.64170 7.57383 0.88062
H -0.93684 8.35891 2.31968
H -1.65212 6.72905 2.43273
Eu 0.00000 0.00000 0.00000
C 0.00048 1.51964 -1.62841
C 1.31858 1.37138 -1.20904
C 2.05781 2.34095 -0.30147
C 1.98546 1.95352 1.19582
C 0.65260 1.37951 1.62241
C -0.60119 1.81096 1.20193
C -0.85162 3.00043 0.28968
C -0.95491 2.61345 -1.20576
C -0.69588 -1.39142 1.37679
H -0.30823 0.95798 -2.50794
H 1.94020 0.67941 -1.77238
H 1.67287 3.35328 -0.45174
H 3.11069 2.36556 -0.60110
H 2.74721 1.19339 1.40000
H 2.24189 2.82463 1.81797
H 0.69006 0.74339 2.50485
H -1.45988 1.45601 1.76701
H -0.06775 3.74867 0.43603
H -1.79066 3.47775 0.58848
H -1.96991 2.25453 -1.40738
H -0.81182 3.50738 -1.83201
H -1.43990 -2.05700 0.92745
H -1.13735 -0.90543 2.25645
H 0.14891 -2.00855 1.70907
O -0.91897 -3.44152 -3.54007
C -0.35959 -4.40932 -2.77703
C -0.65673 -5.73654 -3.11827
C -0.12783 -6.80088 -2.38865
C 0.71803 -6.55285 -1.31389
C 1.03142 -5.24184 -0.95909
C 0.49825 -4.14144 -1.66972
C 0.80220 -2.77951 -1.14195
O 1.61454 -2.65833 -0.11570
O 0.07265 -1.73775 -1.47460
H -0.74618 -2.49939 -3.46274
H -1.31332 -5.94592 -3.95334
H -0.37664 -7.81952 -2.65559
H 1.12312 -7.37865 -0.74162
H 1.67312 -5.09451 -0.09842

45
Properties=species:S:1:pos:R:3 method="wB97M-V/def2-TZVPD" e_homo_ev="-7.1 / -7.1" gap_ev="6.91 / 5.14" total_charge=0 relative_energy_kcal_mol=6.4 multiplicity=5
Rh -0.07945 1.52843 -0.76658
N -0.52411 3.98834 -0.92427
C 0.45470 4.82848 -0.23494
C 1.85684 4.25620 -0.43977
N 1.91817 2.82310 -0.13917
C 2.18974 2.48326 1.26523
C 0.91048 2.30408 2.07696
N 0.10089 1.22072 1.51272
H -0.47818 4.13629 -1.92604
H -1.46632 4.21579 -0.62684
H 0.20177 4.84325 0.82415
H 0.44890 5.86409 -0.58937
H 2.56417 4.82067 0.17859
H 2.13664 4.38996 -1.48676
H 2.64110 2.40890 -0.71120
H 2.81915 3.24468 1.74087
H 2.73813 1.53901 1.27808
H 0.30385 3.20870 2.04776
H 1.17359 2.12161 3.12338
H -0.83753 1.23887 1.92041
H 0.52131 0.32109 1.71841
Se -3.06743 2.53245 1.79912
Sb -3.85272 1.44389 -0.25889
Se -1.95283 1.04456 -2.02826
Se -4.81539 -0.77996 0.11258
Se -5.34047 3.07351 -1.38676
C 2.56350 -3.52764 -0.32364
N 1.17947 -3.18175 -0.55325
C 0.70582 -1.95616 -0.87206
Se 1.70688 -0.43402 -1.16284
N -0.63072 -2.03795 -0.94097
C -1.04938 -3.32587 -0.64947
C -2.30948 -3.89252 -0.55352
C -2.36096 -5.23084 -0.20250
C -1.20024 -5.97367 0.02926
C 0.05804 -5.40449 -0.07036
C 0.11128 -4.06068 -0.40756
H 3.16143 -2.62149 -0.36647
H 2.91513 -4.22179 -1.08681
H 2.66768 -3.98469 0.66032
H -1.22277 -1.23105 -1.14479
H -3.20051 -3.30368 -0.72608
H -3.32685 -5.70725 -0.10310
H -1.28807 -7.01894 0.29398
H 0.95474 -5.98550 0.10042

28
Properties=species:S:1:pos:R:3 method="wB97M-V/def2-TZVPD" smiles="CC(C)n1ncc2c1[C@H]1N=C1[C@H](C)N2" e_homo_ev=-8.2 gap_ev=9.07 total_charge=0 relative_energy_kcal_mol=90.6 multiplicity=1
C -1.22684 -1.58309 0.42182
C -0.35559 -1.21405 -0.61145
C 0.29316 -0.10268 -0.00926
C 1.90162 -0.58589 -1.84306
C 1.73337 0.45458 -0.90040
C 0.96952 -1.41514 -2.66323
C 0.18273 -0.59450 -3.59489
C -0.37902 0.81606 3.55798
C -1.15521 2.30032 1.67476
C -0.13065 1.24317 2.13903
N -1.12241 -0.79965 1.50287
N 2.69692 -0.64522 -0.91203
N -0.21639 0.07473 1.25743
N 0.07489 -1.97187 -1.69969
H -1.91890 -2.31790 0.29441
H 1.77619 1.47037 -1.17980
H 1.45420 -2.08890 -3.34952
H -0.16546 0.26371 -2.98263
H -0.74201 -1.03955 -3.89484
H 0.58995 -0.28065 -4.56509
H -0.57852 1.57018 4.34123
H 0.51260 0.39510 4.02260
H -1.22774 0.12645 3.65249
H -2.18316 1.84645 1.84173
H -0.97142 2.32832 0.65803
H -1.03342 3.16812 2.32202
H 0.85285 1.59871 1.98372
H 0.36875 -3.01718 -1.46423